{"formula": "C44H41N2O4PtSSiTe", "method": "wB97M-V/def2-TZVPD", "symbols": ["Pt", "C", "C", "C", "C", "C", "O", "C", "C", "C", "C", "C", "C", "C", "O", "C", "C", "C", "N", "C", "C", "Te", "C", "C", "C", "C", "C", "C", "C", "C", "C", "C", "C", "C", "H", "H", "H", "H", "H", "H", "H", "H", "H", "H", "H", "H", "H", "H", "H", "H", "H", "H", "H", "H", "H", "H", "H", "H", "C", "Si", "C", "C", "C", "C", "C", "C", "N", "C", "S", "H", "H", "H", "H", "H", "H", "H", "H", "H", "H", "H", "H", "O", "C", "O", "C", "C", "C", "C", "C", "C", "H", "H", "H", "H", "H"], "xyz": [[0.38, 0.26, 0.11], [-3.91, 3.62, 4.64], [-2.93, 2.72, 3.93], [-1.78, 2.33, 4.56], [-0.70, 1.87, 3.84], [0.59, 1.52, 4.64], [0.51, 0.88, 5.69], [1.93, 2.10, 4.33], [3.04, 1.55, 4.95], [4.28, 2.08, 4.63], [4.44, 3.17, 3.75], [3.26, 3.78, 3.18], [2.04, 3.20, 3.53], [-0.79, 1.56, 2.51], [0.30, 1.16, 1.88], [-2.17, 1.47, 1.99], [-3.13, 2.24, 2.63], [-2.40, 0.56, 0.87], [-1.55, 0.62, -0.17], [-2.16, 0.78, -1.50], [-2.35, 2.28, -1.80], [-4.28, 2.72, -2.70], [-4.47, 0.83, -3.65], [-3.90, 0.73, -4.92], [-3.91, -0.46, -5.61], [-4.49, -1.58, -5.06], [-5.01, -1.48, -3.75], [-5.02, -0.32, -3.03], [-3.62, -0.32, 0.84], [-3.44, -1.75, 0.69], [-4.55, -2.56, 0.52], [-5.82, -2.08, 0.67], [-6.04, -0.74, 0.91], [-4.95, 0.18, 0.98], [-3.63, 4.66, 4.59], [-3.90, 3.44, 5.72], [-4.90, 3.38, 4.30], [-1.80, 2.31, 5.69], [2.94, 0.74, 5.66], [5.25, 1.64, 5.09], [5.41, 3.62, 3.57], [3.37, 4.69, 2.58], [1.10, 3.50, 2.98], [-4.05, 2.54, 2.20], [-3.14, 0.30, -1.35], [-1.66, 0.22, -2.34], [-1.54, 2.64, -2.44], [-2.31, 2.74, -0.84], [-3.53, 1.63, -5.41], [-3.40, -0.47, -6.60], [-4.62, -2.56, -5.55], [-5.47, -2.42, -3.42], [-5.38, -0.16, -2.04], [-2.39, -2.11, 0.82], [-4.42, -3.63, 0.25], [-6.69, -2.74, 0.56], [-7.09, -0.43, 1.06], [-5.14, 1.22, 1.31], [3.95, -2.39, -5.32], [3.59, -0.93, -4.12], [3.64, 0.75, -5.15], [4.72, -0.75, -2.69], [1.95, -1.32, -3.44], [1.22, -2.46, -3.67], [0.09, -2.76, -2.84], [-0.21, -2.00, -1.72], [0.43, -0.83, -1.61], [1.50, -0.47, -2.38], [1.93, 1.14, -2.06], [4.96, -2.30, -5.65], [3.27, -2.41, -6.22], [3.77, -3.31, -4.77], [4.69, 1.16, -5.17], [3.03, 1.50, -4.57], [3.30, 0.63, -6.16], [5.69, -1.29, -2.81], [4.21, -1.16, -1.82], [4.97, 0.31, -2.50], [1.43, -3.04, -4.57], [-0.38, -3.71, -2.96], [-0.84, -2.45, -0.93], [1.34, -2.47, 1.00], [2.26, -1.59, 1.16], [2.26, -0.39, 0.59], [3.50, -1.90, 1.90], [4.57, -1.04, 1.89], [5.73, -1.36, 2.59], [5.73, -2.54, 3.41], [4.61, -3.40, 3.36], [3.53, -3.09, 2.57], [4.59, -0.04, 1.37], [6.59, -0.74, 2.63], [6.59, -2.75, 4.06], [4.65, -4.45, 3.79], [2.72, -3.82, 2.37]], "mulliken_spin": [0.724, 0.001, -0.029, 0.112, 0.000, -0.007, -0.002, 0.003, 0.000, 0.000, 0.000, 0.000, -0.002, -0.010, -0.138, -0.010, 0.119, 0.410, 0.318, -0.045, 0.025, 0.013, 0.000, -0.001, 0.000, 0.001, 0.000, 0.004, -0.109, 0.066, -0.027, 0.047, -0.028, 0.101, 0.000, 0.000, -0.001, 0.008, 0.000, 0.000, 0.000, 0.000, 0.001, 0.015, -0.004, 0.007, 0.000, -0.004, 0.000, 0.000, 0.000, 0.000, -0.004, -0.001, 0.001, 0.005, -0.001, 0.012, 0.000, 0.000, 0.006, -0.003, -0.012, 0.001, 0.000, 0.012, -0.028, 0.028, 0.356, 0.000, 0.000, 0.000, 0.000, -0.004, 0.000, 0.001, 0.001, 0.001, 0.000, 0.000, 0.000, 0.011, 0.007, 0.057, -0.003, -0.002, 0.001, 0.000, 0.000, 0.000, -0.002, 0.000, 0.000, 0.000, 0.000], "s_squared": 2.025, "molar_mass_da": 1044.7, "charge": -1, "spin_multiplicity": 3, "energy_ha": -3186.74933, "homo_lumo_gap_ev": [5.365, 5.893], "e_homo_ev": [-3.3, -4.8]}